A molecular structure, C29H26Cl3IN6O2S3Sn. Source: the OMol25 dataset; level of theory: ωB97M-V/def2-TZVPD.

```
! wB97M-V def2-TZVPD RIJCOSX def2/J DEFGRID3
* xyz 0 1
Sn 0.418 -1.339 2.034
Cl -5.830 -2.746 6.038
C -4.333 -2.803 5.148
C -4.126 -1.923 4.104
C -2.932 -1.983 3.408
Cl -2.649 -0.873 2.094
C -1.894 -2.895 3.704
O -0.778 -2.968 3.050
C -2.176 -3.763 4.788
Cl -0.950 -4.910 5.231
C -3.361 -3.728 5.495
H -4.884 -1.201 3.832
H -3.522 -4.418 6.312
I 1.053 -4.850 0.921
C 2.242 -4.208 2.526
C 3.164 -5.110 3.034
C 3.936 -4.716 4.113
C 3.757 -3.452 4.647
C 2.818 -2.621 4.067
N 2.078 -2.990 3.017
H 3.268 -6.089 2.590
H 4.669 -5.396 4.528
H 4.334 -3.110 5.495
H 2.644 -1.620 4.440
C 0.946 2.547 5.705
O 1.759 2.096 4.611
C 1.473 0.995 3.925
S 2.530 0.607 2.678
S 0.096 0.052 4.298
H 0.519 3.508 5.427
H 1.603 2.669 6.561
H 0.154 1.840 5.933
N -1.922 3.200 -4.184
C -1.728 4.172 -5.144
C -2.475 4.571 -6.249
C -1.962 5.612 -6.997
C -0.748 6.234 -6.659
C -0.016 5.832 -5.560
C -0.520 4.785 -4.789
N -0.007 4.202 -3.640
C -0.864 3.276 -3.313
C -0.724 2.396 -2.142
C -1.499 1.256 -1.970
C -1.287 0.467 -0.851
N -0.387 0.750 0.086
C 0.351 1.852 -0.076
C 0.223 2.695 -1.168
H -2.727 2.608 -4.090
H -3.412 4.095 -6.509
H -2.509 5.960 -7.865
H -0.386 7.046 -7.276
H 0.920 6.305 -5.291
H -2.246 0.958 -2.697
H -1.859 -0.444 -0.703
H 1.088 2.049 0.695
H 0.841 3.575 -1.280
S 2.844 -1.301 -0.293
C 2.043 -1.260 -1.771
N 1.535 -2.378 -2.324
C 0.864 -2.430 -3.617
C 0.163 -1.106 -3.859
C 1.171 0.020 -3.717
N 1.842 -0.102 -2.429
H 1.697 -3.224 -1.802
H 0.151 -3.252 -3.601
H 1.587 -2.625 -4.415
H -0.620 -0.978 -3.108
H -0.291 -1.087 -4.849
H 0.675 0.989 -3.758
H 1.900 -0.021 -4.533
H 2.272 0.705 -2.010
*
```

Calculated values
* total energy: -4686.959403 Ha
* gap between HOMO and LUMO: 7.001 eV
* energy above the lowest of the compared OMol25 structures with the same formula, charge and spin: 3.4 kcal per mole
* molecular weight: 938.7 g/mol
* E_HOMO: -7.3 eV

A molecular structure, C29H26ClN3O5ReSbSe4. Source: the OMol25 dataset; level of theory: ωB97M-V/def2-TZVPD.

```
! wB97M-V def2-TZVPD RIJCOSX def2/J DEFGRID3
* xyz 2 1
Re 0.134 -0.197 0.017
Cl -5.363 4.787 0.773
C -3.952 3.823 0.615
C -2.691 4.414 0.765
C -1.538 3.664 0.647
C -1.636 2.304 0.376
O -0.503 1.582 0.287
C -2.889 1.711 0.221
C -2.960 0.317 -0.074
O -1.979 -0.430 -0.208
C -4.055 2.477 0.342
H -2.629 5.473 0.976
H -0.562 4.116 0.762
H -3.943 -0.145 -0.207
H -5.026 2.013 0.221
C 3.642 -6.156 -1.888
O 2.422 -5.546 -1.462
C 1.603 -6.273 -0.668
C 1.880 -7.538 -0.165
C 0.945 -8.181 0.636
C -0.273 -7.589 0.937
C -0.560 -6.334 0.422
C 0.377 -5.676 -0.358
N 0.106 -4.382 -0.905
C 0.002 -3.269 -0.176
N 0.168 -3.365 1.141
C -0.020 -2.379 2.140
C -0.109 -1.018 1.888
C -0.379 -0.171 2.972
C -0.495 -0.672 4.258
C -0.331 -2.027 4.514
C -0.099 -2.888 3.453
O 0.049 -4.226 3.550
C -0.029 -4.824 4.849
N -0.246 -2.078 -0.760
C -0.784 -2.008 -2.074
C -1.713 -2.893 -2.620
C -2.161 -2.704 -3.918
C -1.714 -1.630 -4.673
C -0.832 -0.710 -4.126
C -0.401 -0.911 -2.829
O 0.403 0.001 -2.153
C 1.468 0.634 -2.925
H 4.125 -5.433 -2.538
H 3.443 -7.073 -2.445
H 4.287 -6.372 -1.036
H 2.815 -8.028 -0.394
H 1.174 -9.166 1.020
H -1.002 -8.109 1.542
H -1.517 -5.863 0.614
H 0.261 -4.258 -1.896
H 0.370 -4.294 1.496
H -0.463 0.899 2.820
H -0.685 0.003 5.082
H -0.400 -2.400 5.525
H 0.118 -5.887 4.694
H -1.009 -4.648 5.293
H 0.755 -4.435 5.499
H -2.085 -3.721 -2.034
H -2.875 -3.398 -4.340
H -2.072 -1.489 -5.684
H -0.510 0.151 -4.693
H 1.895 -0.106 -3.598
H 2.205 0.980 -2.205
H 1.046 1.473 -3.472
Se 2.883 0.392 3.035
Sb 3.288 -1.782 2.071
Se 2.417 -1.420 -0.182
Se 1.971 1.536 0.989
Se 3.739 1.983 -0.241
*
```

Calculated values
* total energy: -12045.105535 Ha
* gap between HOMO and LUMO (spin up / spin down): 5.181 / 5.280 eV
* energy above the lowest of the compared OMol25 structures with the same formula, charge and spin: 0.0 kcal per mole
* molecular weight: 1155.8 g/mol
* E_HOMO (spin up / spin down): -12.7 / -12.7 eV

3 unconnected molecules or ions with the total composition C29H26F3NO12PS at a distorted geometry. Source: the OMol25 dataset; level of theory: ωB97M-V/def2-TZVPD.

```
! wB97M-V def2-TZVPD RIJCOSX def2/J DEFGRID3
* xyz 1 1
C -0.016 -0.231 2.192
C 0.088 0.130 1.043
C 0.033 0.195 -0.399
C 1.038 -0.366 -1.149
S 2.463 -1.259 -0.466
C 2.646 -2.900 -1.225
O 3.655 -0.509 -0.763
O 2.404 -1.469 0.956
C 0.962 -0.239 -2.568
C 2.038 -0.810 -3.508
O 1.746 -1.707 -4.248
O 3.315 -0.360 -3.492
C -0.138 0.420 -3.130
C -0.241 0.537 -4.642
C 0.441 1.918 -5.069
C -0.491 2.871 -5.846
O -0.072 3.069 -4.426
C -1.130 0.927 -2.272
C -2.329 1.600 -2.936
P -3.628 0.289 -3.108
O -3.899 -0.324 -1.795
O -4.996 0.920 -3.672
O -3.059 -0.798 -4.139
N -1.039 0.825 -0.938
C -2.079 1.356 -0.038
C -1.662 2.697 0.640
C -1.782 3.855 -0.336
F -0.727 4.190 -1.112
C -2.947 4.551 -0.395
F -3.456 5.158 0.647
F -3.581 4.641 -1.568
H -0.089 -0.540 3.217
H 2.011 -3.022 -2.119
H 3.686 -3.064 -1.536
H 2.308 -3.663 -0.510
H 3.369 0.587 -3.696
H 0.387 -0.183 -5.176
H -1.259 0.565 -5.031
H 1.503 1.892 -5.371
H -1.545 2.583 -5.888
H -0.070 3.707 -6.401
H -2.067 2.081 -3.882
H -2.756 2.370 -2.276
H -5.560 1.103 -2.903
H -3.266 -1.689 -3.815
H -2.378 0.629 0.731
H -3.011 1.579 -0.568
H -2.418 2.900 1.418
H -0.693 2.648 1.149
C -2.013 4.014 5.018
C -2.462 4.154 6.263
C -2.405 3.031 7.231
O -2.814 3.154 8.362
C -1.824 1.749 6.757
C -1.376 1.614 5.512
C -1.435 2.735 4.547
O -1.023 2.615 3.405
H -2.047 4.822 4.297
H -2.887 5.081 6.624
H -1.789 0.942 7.477
H -0.951 0.687 5.150
C 3.546 -7.169 3.226
C 3.202 -6.975 1.955
C 3.906 -5.980 1.113
O 3.590 -5.801 -0.048
C 5.007 -5.209 1.737
C 5.351 -5.401 3.007
C 4.648 -6.397 3.852
O 4.961 -6.575 5.008
H 3.044 -7.890 3.858
H 2.402 -7.529 1.481
H 5.508 -4.487 1.104
H 6.152 -4.847 3.480
*
```

Calculated values
* total energy: -3116.979043 Ha
* gap between HOMO and LUMO: 6.935 eV
* molecular weight: 700.6 g/mol
* E_HOMO: -11.5 eV

A molecular structure, C29H26MoN6O7. Source: the OMol25 dataset; level of theory: ωB97M-V/def2-TZVPD.

```
! wB97M-V def2-TZVPD RIJCOSX def2/J DEFGRID3
* xyz 2 3
Mo 0.065 -0.314 -0.099
O -2.009 2.120 1.942
C -1.128 1.319 2.027
O -1.171 0.132 1.373
C 0.187 1.571 2.744
C 1.193 2.004 1.665
C 2.504 2.487 2.260
C 3.148 1.166 2.743
C 2.087 0.134 2.399
O 1.575 0.679 1.103
C 0.865 0.288 3.304
C -0.134 -0.859 3.396
O -1.005 -0.857 4.200
O 0.079 -1.973 2.621
H 0.035 2.351 3.486
H 0.775 2.618 0.870
H 2.324 3.200 3.063
H 3.115 2.979 1.506
H 3.368 1.159 3.809
H 4.071 0.954 2.208
H 2.461 -0.870 2.236
H 1.184 0.457 4.333
C -3.347 2.532 -1.043
C -2.629 1.376 -0.728
N -1.327 1.305 -0.967
C -0.726 2.390 -1.493
C -1.451 3.537 -1.763
N -2.761 3.603 -1.542
C 0.698 2.189 -1.774
C 1.548 3.132 -2.315
C 2.873 2.795 -2.597
C 3.263 1.468 -2.389
C 2.365 0.569 -1.856
N 1.121 0.939 -1.491
C 2.568 -0.879 -1.762
C 3.677 -1.557 -2.232
N 3.700 -2.885 -2.326
C 2.613 -3.536 -1.963
C 1.505 -2.881 -1.421
N 1.488 -1.557 -1.305
C 3.820 3.789 -3.130
C 5.166 3.744 -2.775
C 6.018 4.712 -3.288
N 5.619 5.671 -4.114
C 4.337 5.704 -4.460
C 3.397 4.797 -3.993
H -4.413 2.576 -0.863
H -3.105 0.529 -0.259
H -0.979 4.427 -2.161
H 1.191 4.133 -2.511
H 4.248 1.144 -2.691
H 4.565 -1.032 -2.559
H 2.605 -4.613 -2.076
H 0.654 -3.439 -1.069
H 5.551 2.999 -2.091
H 7.067 4.714 -3.019
H 4.044 6.490 -5.145
H 2.373 4.865 -4.335
C -3.381 -2.305 -2.156
C -1.889 -2.271 -1.956
O -1.564 -1.538 -0.716
H -3.605 -2.857 -3.069
H -3.792 -1.301 -2.257
H -3.880 -2.822 -1.335
H -1.372 -1.718 -2.738
H -1.464 -3.270 -1.872
H -2.085 -1.876 0.029
O 1.282 -2.936 1.077
C 0.612 -1.983 1.348
*
```

Calculated values
* total energy: -2043.631926 Ha
* gap between HOMO and LUMO (spin up / spin down): 7.371 / 6.471 eV
* energy above the lowest of the compared OMol25 structures with the same formula, charge and spin: 23.6 kcal per mole
* molecular weight: 666.5 g/mol
* E_HOMO (spin up / spin down): -14.6 / -14.6 eV
* expectation value of S²: 2.0189

A molecular structure, C29H26N3O10RuS4Se2. Source: the OMol25 dataset; level of theory: ωB97M-V/def2-TZVPD.

```
! wB97M-V def2-TZVPD RIJCOSX def2/J DEFGRID3
* xyz -2 2
Ru 0.042 0.635 0.229
O -2.722 -2.118 0.202
C -1.599 -1.721 -0.064
O -1.343 -0.580 -0.623
C -0.439 -2.695 0.114
C -0.773 -4.021 0.063
C 0.207 -5.019 0.101
C 1.538 -4.687 0.210
C 1.895 -3.356 0.299
C 0.938 -2.280 0.244
O 1.303 -1.073 0.287
N 3.317 -3.102 0.464
O 3.679 -2.053 0.964
O 4.102 -3.975 0.117
N -0.167 -6.412 0.029
O 0.715 -7.260 0.080
O -1.351 -6.690 -0.086
H -1.819 -4.280 -0.012
H 2.299 -5.450 0.245
O -5.919 3.196 2.344
C -4.844 2.773 1.984
S -3.846 1.674 2.939
C -2.515 1.557 1.805
C -2.624 2.250 0.653
S -1.354 2.327 -0.508
S -4.102 3.168 0.430
S -1.084 0.664 2.218
C 3.595 1.364 0.497
Se 1.976 1.950 1.385
C 2.460 1.196 3.126
C 2.995 -0.226 3.238
Se 1.727 -1.700 3.260
C 0.866 -1.264 4.943
H 4.446 1.555 1.151
H 3.670 1.962 -0.406
H 3.512 0.308 0.258
H 1.604 1.391 3.774
H 3.261 1.867 3.449
H 3.570 -0.303 4.165
H 3.669 -0.460 2.414
H 1.568 -1.317 5.774
H 0.075 -1.999 5.081
H 0.404 -0.281 4.881
C 1.003 -4.969 -4.908
C 1.666 -3.643 -5.188
C 2.715 -3.589 -6.104
C 3.341 -2.384 -6.379
C 2.925 -1.220 -5.756
C 1.861 -1.253 -4.853
N 1.395 -0.116 -4.202
C 1.624 1.202 -4.564
C 1.732 1.554 -5.917
C 1.897 2.870 -6.302
C 1.947 3.878 -5.345
C 1.831 3.537 -4.010
C 1.672 2.218 -3.590
C 1.529 2.001 -2.083
O 1.894 2.911 -1.338
O 1.064 0.869 -1.707
C 1.233 -2.477 -4.556
C 0.109 -2.468 -3.560
H 1.472 -5.758 -5.497
H -0.059 -4.947 -5.158
H 1.080 -5.245 -3.855
H 3.045 -4.499 -6.591
H 4.172 -2.349 -7.073
H 3.434 -0.286 -5.951
H 1.099 -0.207 -3.230
H 1.660 0.777 -6.667
H 1.968 3.108 -7.357
H 2.064 4.914 -5.637
H 1.864 4.290 -3.234
H -0.673 -1.768 -3.862
H 0.451 -2.128 -2.580
H -0.337 -3.449 -3.426
*
```

Calculated values
* total energy: -8527.950545 Ha
* gap between HOMO and LUMO (spin up / spin down): 5.747 / 6.183 eV
* energy above the lowest of the compared OMol25 structures with the same formula, charge and spin: 1.2 kcal per mole
* molecular weight: 963.8 g/mol
* E_HOMO (spin up / spin down): -1.9 / -2.3 eV
* expectation value of S²: 0.7589

A molecular structure, C29H26N3PPt at a distorted geometry. Source: the OMol25 dataset; level of theory: ωB97M-V/def2-TZVPD.

```
! wB97M-V def2-TZVPD RIJCOSX def2/J DEFGRID3
* xyz 0 1
Pt 0.859 1.563 -1.345
C -3.619 2.561 -0.338
C -3.779 1.302 0.472
C -5.030 0.903 0.929
C -5.178 -0.237 1.703
C -4.070 -1.007 2.019
C -2.818 -0.638 1.555
C -2.661 0.519 0.794
P -0.996 1.080 0.227
C -0.245 -0.600 0.316
C 0.503 -0.997 1.421
C 0.974 -2.296 1.532
C 0.665 -3.222 0.552
C -0.089 -2.840 -0.548
C -0.542 -1.535 -0.700
C -1.335 -1.168 -1.928
C -0.354 1.939 1.703
C -0.960 1.884 2.957
C -0.410 2.555 4.036
C 0.765 3.276 3.870
C 1.362 3.346 2.624
C 0.795 2.717 1.513
C 1.354 2.955 0.155
H -4.581 3.035 -0.523
H -3.142 2.351 -1.297
H -2.980 3.274 0.189
H -5.901 1.497 0.678
H -6.157 -0.525 2.062
H -4.173 -1.895 2.630
H -1.962 -1.249 1.801
H 0.706 -0.284 2.212
H 1.573 -2.576 2.391
H 1.007 -4.246 0.637
H -0.342 -3.576 -1.302
H -1.388 -2.006 -2.621
H -0.869 -0.330 -2.446
H -2.354 -0.865 -1.669
H -1.865 1.310 3.099
H -0.888 2.509 5.006
H 1.207 3.802 4.707
H 2.264 3.932 2.488
H 2.431 3.128 0.179
H 0.865 3.831 -0.282
N 0.818 2.257 -4.465
C 0.748 2.000 -3.336
N 4.065 -1.471 -0.421
C 3.406 -0.295 -0.266
N 2.650 -0.007 -1.286
C 2.807 -1.046 -2.189
C 2.269 -1.227 -3.461
C 2.646 -2.364 -4.148
C 3.535 -3.299 -3.601
C 4.069 -3.134 -2.338
C 3.699 -1.986 -1.648
H 4.703 -1.890 0.230
H 3.512 0.329 0.607
H 1.596 -0.494 -3.886
H 2.261 -2.529 -5.146
H 3.816 -4.167 -4.184
H 4.759 -3.855 -1.919
*
```

Calculated values
* total energy: -1745.595223 Ha
* gap between HOMO and LUMO (spin up / spin down): 6.661 / 6.638 eV
* energy above the lowest of the compared OMol25 structures with the same formula, charge and spin: 58.1 kcal per mole
* molecular weight: 642.6 g/mol
* E_HOMO (spin up / spin down): -7.5 / -7.5 eV

A molecular structure, C29H27AsF7MgN7O3SSi2. Source: the OMol25 dataset; level of theory: ωB97M-V/def2-TZVPD.

```
! wB97M-V def2-TZVPD RIJCOSX def2/J DEFGRID3
* xyz 0 1
Mg -0.268 0.300 -0.095
N 2.161 -0.824 1.940
C 2.564 -0.725 0.611
C 3.821 -1.252 0.293
C 4.274 -1.166 -1.000
C 3.483 -0.549 -1.966
C 2.266 -0.061 -1.573
N 1.798 -0.138 -0.305
C 0.991 -0.514 2.624
C 0.945 -0.860 3.981
C -0.195 -0.597 4.697
C -1.283 -0.001 4.062
C -1.151 0.314 2.736
N -0.027 0.088 2.018
H 2.850 -1.268 2.523
H 4.415 -1.728 1.062
H 5.238 -1.582 -1.263
H 3.792 -0.474 -2.998
H 1.600 0.411 -2.286
H 1.796 -1.343 4.443
H -0.247 -0.867 5.744
H -2.207 0.203 4.581
H -1.970 0.755 2.185
F -2.824 3.353 -1.337
C -2.530 2.532 -2.346
F -1.464 3.009 -2.980
F -3.553 2.498 -3.184
S -2.197 0.808 -1.699
O -0.776 0.539 -2.043
O -3.176 -0.008 -2.330
O -2.255 0.917 -0.224
C -2.697 3.734 1.817
Si -0.904 4.224 1.810
C -0.139 3.931 3.483
C -0.826 6.018 1.337
As 0.303 2.949 0.232
Si 2.514 3.561 0.814
C 3.068 2.575 2.309
C 2.760 5.369 1.180
C 3.577 3.173 -0.674
H -3.160 4.096 2.739
H -2.863 2.660 1.745
H -3.213 4.192 0.972
H -0.760 4.408 4.246
H 0.866 4.355 3.548
H -0.070 2.867 3.719
H -1.479 6.593 2.001
H -1.187 6.152 0.315
H 0.177 6.435 1.398
H 3.315 3.258 3.124
H 3.964 2.002 2.054
H 2.315 1.879 2.681
H 2.289 5.693 2.110
H 2.392 6.000 0.369
H 3.838 5.534 1.274
H 3.252 2.277 -1.205
H 4.621 3.031 -0.380
H 3.535 4.006 -1.381
F -2.442 -4.875 -4.176
C -1.162 -4.506 -4.070
C -0.324 -4.826 -5.099
F -0.839 -5.497 -6.130
C 1.052 -4.477 -5.123
C 1.472 -3.765 -3.973
C 0.632 -3.458 -2.949
F 1.162 -2.810 -1.891
C -0.739 -3.790 -2.927
C -1.600 -3.426 -1.857
C -1.196 -2.527 -0.864
N -0.859 -1.775 -0.048
C -2.949 -3.880 -1.712
N -4.021 -4.265 -1.535
F 2.749 -3.373 -3.862
C 1.922 -4.813 -6.181
C 1.496 -5.481 -7.368
N 1.222 -6.011 -8.353
C 3.320 -4.515 -6.158
N 4.454 -4.312 -6.168
*
```

Calculated values
* total energy: -5842.547300 Ha
* gap between HOMO and LUMO (spin up / spin down): 5.798 / 4.728 eV
* energy above the lowest of the compared OMol25 structures with the same formula, charge and spin: 0.0 kcal per mole
* molecular weight: 842.0 g/mol
* E_HOMO (spin up / spin down): -7.8 / -7.1 eV